1.
Here is a single C3H2FPS molecule in a non-equilibrium geometry from OMol25. Energies are from wB97M-V/def2-TZVPD.

The HOMO energy is -8.733 eV. Its electronic energy is -954.85591 hartree. As for the LUMO energy: 0.2 eV. The charge is 0. As for the SMILES: Fc1pccs1. The relative energy (zero: lowest compared OMol25 entry of this formula, charge and spin) is 20.1 kcal/mol. The largest force on an atom comes out at 0.07024 hartree/bohr. The molecular weight is 120.088 g/mol.

The geometry in XYZ format:
```
8
Properties=species:S:1:pos:R:3:lowdin_charge:R:1
C 0.02394 -0.52320 0.99476 -0.512
C -0.99688 0.29916 0.56857 -0.567
C 0.75582 0.08997 -1.25054 -0.789
F 1.39644 0.46365 -2.32881 -0.050
P 1.38078 -0.89816 0.01027 0.932
S -0.93837 0.93187 -1.00743 0.931
H 0.08511 -1.15162 1.81808 0.009
H -1.70684 0.78833 1.19511 0.045
```

2.
Here is C3H2FeO3 as an isolated structure in a non-equilibrium geometry from OMol25. Energies are from wB97M-V/def2-TZVPD.

The HOMO energy (alpha / beta) is -12.882 / -13.495 eV. Its electronic energy is -1604.44584 hartree. As for the LUMO energy (alpha / beta): -6.0 / -6.3 eV. The charge is +1. The relative energy (zero: lowest compared OMol25 entry of this formula, charge and spin) is 94.9 kcal/mol. The largest force on an atom comes out at 0.09604 hartree/bohr. The molecular weight is 141.891 g/mol. Its multiplicity is 6.

The geometry in XYZ format:
```
9
Properties=species:S:1:pos:R:3:lowdin_charge:R:1
O 1.85574 -0.86622 -0.03490 -0.130
C 0.64807 -1.29615 0.00612 -0.159
C -0.36031 -0.40015 0.35411 -0.260
O -0.08130 0.98623 0.26277 -0.229
Fe 1.80403 1.03659 0.26219 1.253
H 0.38926 -2.27474 -0.41655 0.160
C -1.49209 0.06185 -0.27121 0.020
O -2.74390 -0.28684 -0.26002 0.188
H -3.04930 -0.74868 0.53527 0.159
```

3.
Here is C3H2FeO4 as an isolated structure from OMol25. Energies are from wB97M-V/def2-TZVPD.

The HOMO energy (alpha / beta) is -6.554 / -6.563 eV. Its electronic energy is -1680.13032 hartree. As for the LUMO energy (alpha / beta): -0.7 / -0.9 eV. The charge is 0. The relative energy (zero: lowest compared OMol25 entry of this formula, charge and spin) is 9.2 kcal/mol. The largest force on an atom comes out at 0.01685 hartree/bohr. The molecular weight is 157.890 g/mol. Its multiplicity is 5.

The geometry in XYZ format:
```
10
Properties=species:S:1:pos:R:3:lowdin_charge:R:1
O -1.32992 0.05691 2.06041 0.133
C -1.82055 -0.30658 3.05514 -0.305
O -2.28450 -0.61266 4.05777 0.297
O 1.45332 -0.37664 0.00968 -0.298
C 1.49577 -0.21149 -1.33555 -0.331
C 0.45689 0.35079 -1.99991 -0.332
O -0.66535 0.73022 -1.34238 -0.297
Fe -0.21517 0.36658 0.44217 0.940
H 2.40826 -0.51660 -1.86371 0.096
H 0.50125 0.51947 -3.08363 0.097
```

4.
Here is C3H2GdO3 as an isolated structure in a non-equilibrium geometry from OMol25. Energies are from wB97M-V/def2-TZVPD.

The HOMO energy (alpha / beta) is -12.157 / -12.850 eV. Its electronic energy is -1106.45372 hartree. As for the LUMO energy (alpha / beta): -4.2 / -5.9 eV. The charge is +1. The relative energy (zero: lowest compared OMol25 entry of this formula, charge and spin) is 86.9 kcal/mol. The largest force on an atom comes out at 0.10004 hartree/bohr. The molecular weight is 243.296 g/mol. Its multiplicity is 8.

The geometry in XYZ format:
```
9
Properties=species:S:1:pos:R:3:lowdin_charge:R:1
O 3.44999 0.46998 -0.38775 0.297
C 2.57718 -0.26619 -0.14145 -0.321
O 2.18434 -1.36948 0.14714 -0.095
O 0.14865 0.33301 0.29967 -0.292
C -1.10692 -0.11331 -0.06159 -0.499
C -2.12270 0.76067 -0.23083 0.088
H -3.16014 0.42086 -0.18878 0.080
H -1.96258 1.84870 -0.21531 0.096
Gd -0.00782 -2.08425 0.77890 1.645
```